Computed, not measured: a molecular structure, C10H31O7V in a non-equilibrium geometry, with ωB97M-V/def2-TZVPD.

Geometry as XYZ:
```
49
Properties=species:S:1:pos:R:3:lowdin_charge:R:1
V 4.328 -10.973 -13.480 0.81
C 4.496 -14.010 -14.927 -0.35
O 4.104 -12.729 -14.704 -0.41
H 3.707 -14.613 -15.428 0.05
H 5.361 -14.063 -15.625 0.06
H 4.776 -14.565 -14.005 0.04
C 7.239 -9.685 -14.546 -0.40
O 5.930 -10.003 -14.635 -0.38
H 7.573 -9.427 -13.507 0.05
H 7.916 -10.493 -14.918 0.05
H 7.468 -8.790 -15.165 0.05
O 3.045 -9.634 -14.465 -0.41
H 2.188 -10.061 -14.575 -0.09
C 0.712 -10.667 -11.001 -0.08
C 1.304 -11.356 -12.219 -0.27
O 2.681 -11.688 -12.045 -0.13
H -0.314 -10.365 -11.222 0.07
H 1.278 -9.782 -10.704 0.06
H 0.678 -11.314 -10.117 0.07
H 1.228 -10.717 -13.091 0.09
H 0.743 -12.280 -12.401 0.12
H 2.749 -12.338 -11.341 0.10
C 4.044 -7.526 -10.307 -0.08
C 4.295 -8.980 -10.652 -0.32
O 4.274 -9.179 -12.046 -0.14
H 3.052 -7.206 -10.643 0.07
H 4.781 -6.877 -10.780 0.08
H 4.071 -7.333 -9.231 0.07
H 3.547 -9.637 -10.189 0.10
H 5.288 -9.246 -10.284 0.11
H 3.537 -8.691 -12.451 0.08
C 3.391 -11.235 -19.349 -0.11
C 3.001 -11.560 -17.920 -0.36
O 3.995 -11.066 -17.064 -0.09
H 3.489 -10.154 -19.475 0.07
H 2.670 -11.610 -20.083 0.06
H 4.369 -11.670 -19.561 0.07
H 2.969 -12.657 -17.830 0.11
H 2.020 -11.147 -17.646 0.10
H 4.151 -11.715 -16.348 0.04
C 7.298 -13.655 -12.280 -0.08
C 7.144 -12.157 -12.354 -0.26
O 5.818 -11.729 -11.965 -0.14
H 7.100 -14.067 -11.284 0.07
H 8.340 -13.905 -12.507 0.08
H 6.660 -14.155 -13.006 0.05
H 7.225 -11.837 -13.393 0.09
H 7.888 -11.623 -11.758 0.12
H 5.739 -11.910 -11.025 0.09
```

Results
Molecular weight = 314.3 g mol⁻¹
Multiplicity = 4
Gap between HOMO and LUMO (spin up / spin down) = 4.36 / 5.54 eV
Total charge = -1
Energy above the lowest of the compared OMol25 structures with the same formula, charge and spin = 0.0 kcal per mole
Electronic energy = -1870.2546 Eh